[1]
# C3H12NO2

A 2-piece molecular cluster, C3H12NO2 overall in a non-equilibrium geometry (ωB97M-V/def2-TZVPD, the OMol25 dataset).

Properties
- DFT total energy (Ha) = -326.48681
- charge = +1
- energy above the lowest of the compared OMol25 structures with the same formula, charge and spin (eV) = 0.716
- E_LUMO (eV) = -2.935
- Kohn-Sham gap (Ha) = 0.43976

Atoms and positions in Å:
O (-1.59, -2.04, -1.16)
O (2.25, 0.06, 0.71)
N (-0.38, 0.02, 0.52)
C (-1.37, 0.84, 1.35)
C (1.76, 0.29, -0.60)
C (0.37, 0.88, -0.43)
H (-1.22, -1.84, -2.05)
H (-0.87, -0.73, 0.02)
H (3.17, -0.10, 0.73)
H (-2.24, 0.19, 1.45)
H (-1.83, -2.96, -1.10)
H (0.22, -0.41, 1.23)
H (-1.02, 0.93, 2.37)
H (1.74, -0.63, -1.18)
H (-1.64, 1.78, 0.90)
H (-0.07, 0.82, -1.43)
H (0.32, 1.93, -0.17)
H (2.41, 0.98, -1.15)

These are the Mulliken partial charges, in e, on atoms 1 to 8: -0.6807, -0.5503, 0.0179, -0.8983, -0.4275, -0.6172, 0.3183, 0.3100

---

[2]
# C3H12NO2

A 3-piece molecular cluster, C3H12NO2 overall in a non-equilibrium geometry (ωB97M-V/def2-TZVPD, the OMol25 dataset).

Properties
- DFT total energy (Ha) = -326.45384
- charge = +1
- energy above the lowest of the compared OMol25 structures with the same formula, charge and spin (eV) = 1.613
- E_LUMO (eV) = -3.267
- Kohn-Sham gap (Ha) = 0.40678

Atoms and positions in Å:
O (4.77, 0.06, -0.68)
O (0.95, 1.05, -1.03)
N (-1.60, 0.64, -0.47)
C (-1.30, -0.39, 0.55)
C (-2.46, -0.28, 1.55)
C (-0.41, -1.42, 0.41)
H (1.75, 0.84, -0.55)
H (-2.28, 0.56, 2.33)
H (-0.63, 0.99, -0.76)
H (1.38, 1.39, -1.87)
H (-2.11, 0.20, -1.24)
H (-2.63, -1.21, 2.00)
H (0.25, -1.49, -0.43)
H (4.90, -0.84, -1.03)
H (-3.40, -0.03, 1.00)
H (5.61, 0.57, -0.81)
H (-0.50, -2.08, 1.26)
H (-2.27, 1.44, -0.24)

These are the Mulliken partial charges, in e, on atoms 1 to 8: -0.6457, -0.6704, -0.2738, 0.5449, -1.1857, -0.8678, 0.3084, 0.2823

---

[3]
# C3H12NO2

A 3-piece molecular cluster, C3H12NO2 overall in a non-equilibrium geometry (ωB97M-V/def2-TZVPD, the OMol25 dataset).

Properties
- DFT total energy (Ha) = -326.32783
- charge = +1
- energy above the lowest of the compared OMol25 structures with the same formula, charge and spin (eV) = 5.042
- E_LUMO (eV) = -5.357
- Kohn-Sham gap (Ha) = 0.27196

Atoms and positions in Å:
O (-2.37, -1.88, -0.47)
O (-2.20, 0.77, -0.14)
N (0.50, 1.40, 0.51)
C (1.30, 0.28, -0.30)
C (2.48, -0.09, 0.61)
C (0.64, -0.52, -1.20)
H (2.93, -1.07, 0.30)
H (0.48, 0.02, -2.18)
H (-2.26, -0.23, -0.27)
H (1.00, 2.30, 0.28)
H (-1.88, -2.59, 0.06)
H (-3.19, -1.66, -0.07)
H (0.51, 1.31, 1.52)
H (-3.07, 1.31, -0.10)
H (3.32, 0.64, 0.46)
H (-0.03, -1.40, -1.10)
H (-0.44, 1.58, 0.33)
H (2.29, -0.16, 1.74)

These are the Mulliken partial charges, in e, on atoms 1 to 8: -0.6895, -0.7290, -0.2598, 0.4990, -1.0909, -0.6835, 0.3127, 0.2699

---

[4]
# C3H12NO2

A 3-piece molecular cluster, C3H12NO2 overall in a non-equilibrium geometry (ωB97M-V/def2-TZVPD, the OMol25 dataset).

Properties
- DFT total energy (Ha) = -326.48190
- charge = +1
- energy above the lowest of the compared OMol25 structures with the same formula, charge and spin (eV) = 0.849
- E_LUMO (eV) = -3.019
- Kohn-Sham gap (Ha) = 0.41089

Atoms and positions in Å:
O (-1.43, -2.15, 1.66)
O (1.94, 0.30, 1.44)
N (-0.19, -0.58, -0.22)
C (0.03, 1.93, -0.46)
C (-0.22, 0.62, -1.12)
C (-0.29, 0.39, -2.41)
H (-1.64, -3.08, 1.72)
H (0.67, 2.53, -1.11)
H (-0.08, -1.43, -0.78)
H (2.47, -0.35, 1.88)
H (-0.84, 2.59, -0.39)
H (-1.10, -0.58, 0.25)
H (-0.34, 1.18, -3.15)
H (-1.80, -1.77, 2.47)
H (0.50, -0.50, 0.55)
H (2.45, 1.14, 1.37)
H (0.38, 1.96, 0.57)
H (-0.15, -0.61, -2.81)

These are the Mulliken partial charges, in e, on atoms 1 to 8: -0.6135, -0.6468, -0.2139, -1.2709, 0.7730, -0.9353, 0.3014, 0.3420

---

[5]
# C3H12NO2

A 3-piece molecular cluster, C3H12NO2 overall in a non-equilibrium geometry (ωB97M-V/def2-TZVPD, the OMol25 dataset).

Properties
- DFT total energy (Ha) = -326.47397
- charge = +1
- energy above the lowest of the compared OMol25 structures with the same formula, charge and spin (eV) = 1.065
- E_LUMO (eV) = -4.146
- Kohn-Sham gap (Ha) = 0.41291

Atoms and positions in Å:
O (-2.32, -0.30, 1.91)
O (0.31, -0.73, -3.28)
N (0.28, -0.14, -0.54)
C (0.75, 1.39, 1.33)
C (-0.55, -1.07, -0.35)
C (1.33, 0.31, 0.41)
H (0.75, -0.13, -3.91)
H (1.58, 1.84, 1.88)
H (-1.25, -1.27, -1.15)
H (-0.04, 0.96, 1.93)
H (1.66, -0.57, 0.94)
H (0.37, 2.21, 0.71)
H (0.32, 0.29, -1.46)
H (-3.14, 0.06, 2.30)
H (-1.82, -0.34, 2.74)
H (0.35, -1.54, -3.80)
H (2.15, 0.72, -0.18)
H (-0.72, -1.69, 0.51)

These are the Mulliken partial charges, in e, on atoms 1 to 8: -0.6197, -0.6103, 0.0596, -0.9027, -0.1909, -0.5609, 0.2999, 0.3466

---

[6]
# C3H12NO2

A 2-piece molecular cluster, C3H12NO2 overall in a non-equilibrium geometry (ωB97M-V/def2-TZVPD, the OMol25 dataset).

Properties
- DFT total energy (Ha) = -326.43250
- charge = +1
- energy above the lowest of the compared OMol25 structures with the same formula, charge and spin (eV) = 2.193
- E_LUMO (eV) = -3.290
- Kohn-Sham gap (Ha) = 0.42339

Atoms and positions in Å:
O (-2.01, -0.50, -2.00)
O (1.92, -0.46, 0.29)
N (0.31, 1.18, -0.78)
C (0.87, -1.09, 1.18)
C (-0.15, -0.02, 1.53)
C (-0.66, 0.80, 0.33)
H (-0.90, 1.69, 0.83)
H (0.37, -1.77, 0.57)
H (-1.70, -1.29, -2.37)
H (-0.11, 0.97, -1.79)
H (-1.64, 0.52, -0.28)
H (1.12, 0.63, -0.86)
H (-0.90, -0.41, 2.25)
H (2.55, 0.16, 0.71)
H (-2.88, -0.65, -1.81)
H (1.48, -1.60, 2.06)
H (0.27, 0.80, 2.27)
H (0.53, 2.20, -0.73)

These are the Mulliken partial charges, in e, on atoms 1 to 8: -0.5949, -0.6464, -0.2799, -0.4859, -0.4979, -0.3418, 0.3542, 0.2996

---

[7]
# C3H12NO2

A 2-piece molecular cluster, C3H12NO2 overall in a non-equilibrium geometry (ωB97M-V/def2-TZVPD, the OMol25 dataset).

Properties
- DFT total energy (Ha) = -326.43394
- charge = +1
- energy above the lowest of the compared OMol25 structures with the same formula, charge and spin (eV) = 2.154
- E_LUMO (eV) = -3.525
- Kohn-Sham gap (Ha) = 0.40230

Atoms and positions in Å:
O (0.93, -1.23, 0.62)
O (1.89, 1.81, 0.11)
N (-0.90, 1.50, 0.15)
C (-1.37, 0.04, 0.20)
C (0.10, -1.88, -0.23)
C (-1.00, -0.95, -0.92)
H (2.67, 1.18, 0.01)
H (-0.48, -2.56, 0.39)
H (1.99, 2.29, 0.92)
H (1.20, -0.45, 0.10)
H (-1.58, 2.19, 0.29)
H (-0.57, -0.52, -1.77)
H (-1.22, -0.34, 1.24)
H (-2.01, -1.26, -1.38)
H (0.47, -2.39, -1.13)
H (-0.21, 1.54, 0.85)
H (-2.50, 0.17, 0.03)
H (-0.39, 1.72, -0.73)

These are the Mulliken partial charges, in e, on atoms 1 to 8: -0.4204, -0.6698, -0.2064, -0.6970, -0.5686, -0.6678, 0.3338, 0.4372

---

[8]
# C3H12NO2

A 2-piece molecular cluster, C3H12NO2 overall in a non-equilibrium geometry (ωB97M-V/def2-TZVPD, the OMol25 dataset).

Properties
- DFT total energy (Ha) = -326.44963
- charge = +1
- energy above the lowest of the compared OMol25 structures with the same formula, charge and spin (eV) = 1.727
- E_LUMO (eV) = -3.316
- Kohn-Sham gap (Ha) = 0.37699

Atoms and positions in Å:
O (-0.24, -2.73, 1.73)
O (-1.09, 1.20, -1.90)
N (1.71, -0.70, 0.49)
C (0.83, 0.09, -0.39)
C (-1.03, 1.82, -0.66)
C (-0.12, 0.98, 0.38)
H (1.34, 0.59, -1.23)
H (1.21, -1.41, 0.98)
H (0.33, -0.80, -0.88)
H (2.14, -0.15, 1.18)
H (-0.97, 0.40, 0.81)
H (-0.45, -3.59, 1.30)
H (-2.07, 2.10, -0.27)
H (-1.08, -2.34, 1.94)
H (2.55, -1.02, 0.13)
H (-1.95, 1.44, -2.21)
H (0.21, 1.72, 1.09)
H (-0.63, 2.83, -0.95)

These are the Mulliken partial charges, in e, on atoms 1 to 8: -0.6878, -0.4898, -0.1169, -0.5256, -0.6514, -0.3284, 0.3881, 0.2418

---

[9]
# C3H12NO2S2

A 2-piece molecular cluster, C3H12NO2S2 overall in a non-equilibrium geometry (ωB97M-V/def2-TZVPD, the OMol25 dataset).

Properties
- DFT total energy (Ha) = -1122.88077
- charge = +1
- energy above the lowest of the compared OMol25 structures with the same formula, charge and spin (eV) = 0.000
- E_LUMO (eV) = -2.987
- Kohn-Sham gap (Ha) = 0.37422

Atoms and positions in Å:
S (2.07, 0.55, 2.39)
S (1.93, 1.49, 0.59)
O (-1.63, -1.43, -1.91)
O (-1.82, 1.47, 1.66)
N (-0.55, -0.66, 0.59)
C (-0.32, -0.96, -1.83)
C (-0.03, -0.03, -0.67)
C (1.45, 0.18, -0.57)
H (1.90, 0.46, -1.53)
H (-0.57, 0.91, -0.82)
H (0.00, -0.46, -2.76)
H (0.29, -1.86, -1.81)
H (0.21, -1.13, 1.02)
H (-0.97, 0.09, 1.22)
H (-2.10, 1.68, 2.56)
H (-1.66, 2.32, 1.24)
H (1.97, -0.74, -0.34)
H (-2.29, -0.73, -1.90)
H (3.37, 0.21, 2.49)
H (-1.27, -1.35, 0.39)

These are the Mulliken partial charges, in e, on atoms 1 to 8: -0.2234, -0.0097, -0.5323, -0.6375, -0.0924, -0.8347, 0.3011, -1.2284

---

[10]
# C3H12NO3

A 3-piece molecular cluster, C3H12NO3 overall in a non-equilibrium geometry (ωB97M-V/def2-TZVPD, the OMol25 dataset).

Properties
- DFT total energy (Ha) = -401.99492
- charge = -1
- energy above the lowest of the compared OMol25 structures with the same formula, charge and spin (eV) = 0.564
- E_LUMO (eV) = 4.134
- Kohn-Sham gap (Ha) = 0.30349

Atoms and positions in Å:
O (-0.03, -2.66, -1.17)
O (-1.56, -1.23, 0.87)
O (1.16, -1.01, 0.19)
N (0.40, 1.13, -0.60)
C (0.14, 1.88, 0.61)
C (1.50, 0.13, -0.46)
C (-1.29, 2.46, 0.59)
H (-0.69, -0.97, 0.48)
H (-1.82, 2.53, 1.53)
H (-1.56, -2.10, 0.45)
H (0.27, 1.28, 1.53)
H (0.70, -3.10, -1.64)
H (0.51, -1.93, -0.57)
H (-0.43, 0.61, -0.83)
H (-1.95, 1.98, -0.13)
H (-1.12, 3.46, 0.16)
H (0.87, 2.69, 0.75)
H (2.35, 0.67, -0.01)
H (1.74, -0.11, -1.52)

These are the Mulliken partial charges, in e, on atoms 1 to 8: -0.8128, -0.7219, -0.9189, -0.5946, -0.2420, -0.4084, -1.1217, 0.3374

---

[11]
# C3H12NO3

A 3-piece molecular cluster, C3H12NO3 overall (ωB97M-V/def2-TZVPD, the OMol25 dataset).

Properties
- DFT total energy (Ha) = -401.99950
- charge = -1
- energy above the lowest of the compared OMol25 structures with the same formula, charge and spin (eV) = 0.440
- E_LUMO (eV) = 4.196
- Kohn-Sham gap (Ha) = 0.29410

Atoms and positions in Å:
O (-0.34, -2.09, -2.72)
O (0.46, 0.07, -1.15)
O (0.59, 2.61, -0.69)
N (-1.83, -0.25, 0.73)
C (0.65, 0.13, 1.31)
C (-0.84, 0.19, 1.73)
C (0.91, -0.59, -0.01)
H (0.05, -1.43, -3.32)
H (0.42, -1.59, 0.10)
H (-1.73, -1.24, 0.53)
H (0.79, 3.08, -1.51)
H (-0.23, -1.62, -1.87)
H (0.99, 1.17, 1.22)
H (2.00, -0.81, -0.08)
H (1.25, -0.30, 2.12)
H (0.55, 1.61, -0.89)
H (-1.11, 1.21, 1.98)
H (-1.01, -0.38, 2.65)
H (-1.59, 0.23, -0.13)

These are the Mulliken partial charges, in e, on atoms 1 to 8: -0.7365, -0.9693, -0.7229, -0.7839, -0.5634, -0.5886, -0.5672, 0.2917

---

[12]
# C3H12NO3

A 3-piece molecular cluster, C3H12NO3 overall in a non-equilibrium geometry (ωB97M-V/def2-TZVPD, the OMol25 dataset).

Properties
- DFT total energy (Ha) = -401.95194
- charge = -1
- energy above the lowest of the compared OMol25 structures with the same formula, charge and spin (eV) = 1.734
- E_LUMO (eV) = 4.093
- Kohn-Sham gap (Ha) = 0.29652

Atoms and positions in Å:
O (3.11, 0.27, 1.48)
O (0.72, -1.70, -1.62)
O (1.12, 0.51, -0.10)
N (-1.09, -0.33, 0.47)
C (-3.06, 0.53, -0.75)
C (-1.61, 0.74, -0.39)
C (0.22, 0.09, 1.02)
H (-1.07, 0.80, -1.36)
H (-1.44, 1.81, 0.01)
H (2.33, 0.07, 0.91)
H (-3.68, 0.55, 0.21)
H (0.99, -0.83, -1.27)
H (0.50, -0.66, 1.90)
H (3.59, 1.12, 1.05)
H (1.18, -2.20, -0.93)
H (-0.21, 0.91, 1.70)
H (-3.24, -0.36, -1.41)
H (-0.86, -1.10, -0.16)
H (-3.33, 1.46, -1.34)

These are the Mulliken partial charges, in e, on atoms 1 to 8: -0.7405, -0.7478, -0.9760, -0.5165, -1.0202, -0.2446, -0.4756, 0.1962

---

[13]
# C3H12NO3

A 3-piece molecular cluster, C3H12NO3 overall in a non-equilibrium geometry (ωB97M-V/def2-TZVPD, the OMol25 dataset).

Properties
- DFT total energy (Ha) = -401.41793
- charge = +1
- energy above the lowest of the compared OMol25 structures with the same formula, charge and spin (eV) = 9.008
- E_LUMO (eV) = -10.449
- Kohn-Sham gap (Ha) = 0.15554

Atoms and positions in Å:
O (0.36, 0.75, 1.33)
O (-3.24, -0.29, 0.51)
O (1.81, -0.35, -0.29)
N (-1.16, 1.18, -0.71)
C (-1.36, -0.24, -1.02)
C (-1.99, -0.89, 0.21)
C (3.21, -0.34, 0.01)
H (-3.10, 0.61, 0.68)
H (-2.16, -2.00, -0.02)
H (0.59, 1.27, 2.15)
H (-0.93, 1.77, -1.54)
H (-1.28, -0.79, 1.07)
H (-0.40, -0.77, -1.28)
H (3.57, -1.24, 0.42)
H (-0.48, 1.30, 0.01)
H (3.50, 0.42, 0.74)
H (1.30, 0.11, 0.48)
H (3.81, -0.16, -0.89)
H (-2.05, -0.34, -1.88)

These are the Mulliken partial charges, in e, on atoms 1 to 8: -0.6071, -0.4197, -0.3425, -0.2226, -0.2326, -0.3876, -0.6007, 0.3488